Entry 1:
{
  "formula": "C21H17BCo2O12",
  "method": "ωB97M-V with the def2-TZVPD basis set",
  "lumo_energy_ha": -0.0089,
  "e_homo_ev": -6.987,
  "de_lowest_kcal_mol": 22.4,
  "symbols": ["Co", "Co", "O", "O", "O", "O", "O", "O", "O", "O", "O", "O", "O", "O", "C", "C", "C", "C", "C", "C", "C", "C", "C", "C", "C", "C", "C", "C", "C", "C", "C", "C", "C", "C", "C", "B", "H", "H", "H", "H", "H", "H", "H", "H", "H", "H", "H", "H", "H", "H", "H", "H", "H"],
  "coordinates": [[-1.18588, 0.91510, 9.83511], [0.37541, -1.24831, 8.95217], [0.72015, 1.71835, 3.37952], [1.92475, -3.41871, 7.74493], [1.10503, -0.59401, 2.98864], [0.40632, 3.27593, 9.24526], [-1.28890, 0.65817, 12.73990], [-0.94658, 0.44372, 2.33600], [0.50769, -2.10291, 11.77889], [-2.51637, 0.96087, 3.89606], [2.47000, 0.78709, 9.17760], [-0.22785, -2.19064, 3.92901], [-3.78708, 1.98033, 9.17191], [1.90069, 1.16223, 5.24568], [-0.17928, 2.31584, 9.48970], [-3.52183, -1.90093, 7.97809], [-1.21869, 0.72459, 11.56649], [-2.99678, 1.17420, 1.51093], [-5.25920, -2.41346, 9.58659], [-0.62150, -0.72114, 7.56126], [0.41766, -1.76511, 10.68237], [-4.35833, -2.21491, 10.63613], [1.71170, 1.92225, 4.31347], [0.75302, -1.90326, 3.24503], [-2.74806, 1.60093, 9.46682], [1.72583, -2.84494, 2.63732], [1.30422, -2.57473, 8.21198], [2.45772, 3.18621, 4.04001], [-2.62997, -1.55124, 9.02573], [-0.65221, -0.36708, 6.27485], [1.57239, 0.07339, 9.07666], [-4.83352, -2.28206, 8.26107], [-1.34379, -0.87282, 8.69767], [-2.18930, 0.88471, 2.72381], [-3.04405, -1.82375, 10.36500], [0.30078, 0.50912, 2.90681], [1.91764, -3.66316, 3.33086], [-5.51114, -2.46774, 7.43554], [-2.32476, -1.69363, 11.17766], [-2.82414, 0.42377, 0.73392], [0.50454, -0.33888, 5.93224], [2.56593, 3.74415, 4.97035], [-3.16150, -1.81555, 6.95058], [-0.55537, 0.02668, 5.32602], [-2.73753, 2.15719, 1.09452], [-4.05072, 1.18938, 1.76876], [1.94236, 3.79973, 3.29934], [-6.29696, -2.68441, 9.80256], [-4.66687, -2.35389, 11.66536], [-1.72777, -0.19854, 5.83458], [3.46589, 2.95762, 3.67722], [1.30858, -3.28197, 1.72152], [2.66172, -2.33817, 2.39538]]
}

Entry 2:
{
  "formula": "C21H17F2N5O",
  "method": "ωB97M-V with the def2-TZVPD basis set",
  "lumo_energy_ha": -0.0013,
  "e_homo_ev": -8.046,
  "de_lowest_kcal_mol": 62.7,
  "symbols": ["F", "F", "O", "N", "N", "N", "N", "N", "C", "C", "C", "C", "C", "C", "C", "C", "C", "C", "C", "C", "C", "C", "C", "C", "C", "C", "C", "C", "C", "H", "H", "H", "H", "H", "H", "H", "H", "H", "H", "H", "H", "H", "H", "H", "H", "H"],
  "coordinates": [[1.59015, 1.74309, -0.34368], [0.60110, -1.45179, 3.22227], [1.62559, 4.06456, 2.32851], [-1.91694, 5.78285, 0.49379], [-1.03872, -5.43775, -2.26112], [-1.80052, -4.78009, -1.31704], [-0.19398, 4.79457, 1.38480], [-0.03359, 2.52089, 2.01588], [0.40541, 6.03397, 0.87130], [0.92095, 1.38492, 2.49698], [1.27870, -2.91860, -1.27214], [0.06496, -4.81218, -2.35216], [1.12096, -2.16605, 1.07861], [-2.19456, 3.41642, 1.34590], [1.09168, 0.28572, 1.49642], [0.17128, -3.80398, -1.40215], [2.31853, -3.10874, -2.23729], [-0.87190, 6.73017, 0.21801], [2.11226, -4.08025, -3.26604], [0.96010, -1.05770, 1.95837], [-3.20621, -4.82233, -1.42188], [-1.43487, 2.32998, 1.96568], [1.01501, -4.92639, -3.31893], [-0.97257, -3.84408, -0.71408], [1.39601, -0.54680, -0.67561], [1.39172, 0.52561, 0.20266], [-1.50318, 4.68222, 1.05776], [1.32617, -1.86125, -0.27934], [0.50092, 3.81638, 1.89811], [-1.21774, -3.17651, 0.03329], [3.16243, -2.57117, -2.07166], [-3.70472, -5.28481, -0.63886], [1.15240, -3.15132, 1.52279], [1.16010, -5.85332, -4.05172], [1.17233, 5.89548, 0.05194], [-0.70775, 6.71005, -0.84207], [-1.95989, 1.45759, 2.40010], [2.93403, -4.02178, -3.99370], [1.90783, 1.75567, 2.75077], [0.81025, 6.58106, 1.69010], [-1.08268, 7.73021, 0.65888], [-3.28848, 3.62706, 1.31782], [-3.60235, -3.76309, -1.40723], [0.48630, 0.96488, 3.43232], [1.58435, -0.15814, -1.67224], [-3.53088, -5.23519, -2.35411]]
}

Entry 3:
{
  "formula": "C21H17F3N3O3RuS2",
  "method": "ωB97M-V with the def2-TZVPD basis set",
  "lumo_energy_ha": [-0.0562, -0.0571],
  "s_squared": 0.763,
  "e_homo_ev": [-7.106, -7.228],
  "de_lowest_kcal_mol": 2.3,
  "spin_multiplicity": 2,
  "symbols": ["Ru", "S", "S", "F", "F", "F", "O", "O", "O", "N", "N", "N", "C", "C", "C", "C", "C", "C", "C", "C", "C", "C", "C", "C", "C", "C", "C", "C", "C", "C", "C", "C", "C", "H", "H", "H", "H", "H", "H", "H", "H", "H", "H", "H", "H", "H", "H", "H", "H", "H"],
  "coordinates": [[-0.08882, 0.04964, 0.15116], [-0.20226, -1.55911, -1.47522], [-1.49980, -1.36931, 1.45968], [0.46311, 2.37050, -1.57490], [1.74723, 0.69744, -2.08132], [2.13607, 1.85032, -0.29808], [-4.46684, 5.96835, 1.88810], [1.82101, -0.77243, 0.79262], [-5.12155, 5.06872, 0.05682], [-1.75554, 1.12355, -0.37896], [-4.37616, 5.13508, 1.01240], [-0.07093, 1.57465, 1.59268], [0.82469, 1.78711, 2.53767], [-2.45160, -4.85825, -1.27224], [-1.28430, -2.77679, -0.87879], [-1.59181, -3.87920, -1.70118], [-3.03788, -4.76551, 0.00039], [-1.86506, -2.68495, 0.39902], [-2.38549, 4.39023, 2.10727], [1.88802, -2.07775, 1.42541], [-1.09984, 2.44244, 1.46593], [-0.31063, 3.73773, 3.32578], [-3.98415, 2.71429, -0.88325], [-2.74989, -3.70075, 0.81630], [1.71204, -1.90271, 2.91163], [-3.13050, 3.04643, 0.18916], [-1.26406, 3.53435, 2.31374], [1.09687, 1.28192, -1.02320], [0.73803, 2.86175, 3.43077], [-3.26316, 4.15865, 1.10888], [-2.02737, 2.20292, 0.39888], [-3.69469, 1.61722, -1.65052], [-2.57076, 0.83870, -1.37669], [-3.71906, -5.53575, 0.33877], [-2.54087, 5.23938, 2.75658], [2.86822, -2.49989, 1.19769], [-0.41113, 4.57853, 4.00005], [-2.67882, -5.69945, -1.91411], [1.64378, 1.08116, 2.57732], [-2.31602, -0.03071, -1.96621], [1.50107, 2.98439, 4.18560], [-4.85023, 3.31372, -1.09696], [-1.13388, -3.93556, -2.68123], [1.70615, -2.88146, 3.39288], [2.29272, -0.81942, -0.04956], [-4.33335, 1.34170, -2.47733], [0.75738, -1.42325, 3.12724], [-3.19660, -3.62100, 1.79945], [1.11144, -2.71329, 0.99799], [2.52743, -1.31540, 3.33671]]
}

Entry 4:
{
  "formula": "C21H17N9O3",
  "method": "ωB97M-V with the def2-TZVPD basis set",
  "lumo_energy_ha": 0.0137,
  "e_homo_ev": -8.637,
  "de_lowest_kcal_mol": 0.7,
  "symbols": ["O", "O", "O", "N", "N", "N", "N", "N", "N", "N", "N", "N", "C", "C", "C", "C", "C", "C", "C", "C", "C", "C", "C", "C", "C", "C", "C", "C", "C", "C", "C", "C", "C", "H", "H", "H", "H", "H", "H", "H", "H", "H", "H", "H", "H", "H", "H", "H", "H", "H"],
  "coordinates": [[2.11815, -2.43544, -2.61572], [-2.48339, 0.40329, 2.70953], [2.22494, 0.41767, 4.69634], [-2.95093, -1.76528, -2.23579], [1.27406, -2.16098, -4.74606], [0.89630, 1.28807, 3.28036], [-1.12934, 0.01083, 2.95501], [-3.10359, -0.43176, -2.14578], [1.97796, -0.85493, 2.77729], [-2.80676, -2.36434, -1.01013], [-2.94226, -0.14214, -0.91400], [-1.03275, -2.10915, -5.20049], [1.97494, -1.93445, -1.31958], [-1.26139, 2.23623, 2.72544], [-2.76488, -2.52243, -3.47653], [-4.81378, 1.89231, 1.20688], [-5.14779, 2.10247, 2.69936], [-2.50471, 1.73666, 2.47345], [3.12671, -2.69523, 2.21256], [2.52925, -2.12724, 1.03775], [-3.76076, 2.52439, 2.14711], [-0.28904, -2.51340, -3.02595], [1.17247, -0.30535, 0.33339], [1.21857, -0.78460, -0.99254], [2.64825, -2.55155, -0.29168], [1.81972, -1.01224, 1.36089], [-2.81946, -1.32707, -0.21226], [1.68865, 0.22234, 3.62949], [1.03336, -2.36328, -3.46144], [2.76009, -1.90761, 3.25939], [-0.43709, 1.11357, 3.02066], [-1.33142, -2.33424, -3.92042], [0.23609, -2.06529, -5.58151], [0.70323, -0.22110, -1.77782], [0.59361, 0.56801, 0.52351], [0.38618, -1.91258, -6.62969], [3.20709, -3.43175, -0.56343], [-0.93969, 3.28584, 2.74971], [-5.30386, 2.57953, 0.49759], [3.71190, -3.61052, 2.23669], [1.16933, 2.15930, 3.71741], [-5.14167, 1.21955, 3.32501], [2.99543, -2.10470, 4.27901], [-4.65519, 0.88466, 0.87528], [-5.79540, 2.88778, 3.04902], [-2.90427, -3.59458, -3.30624], [-3.41011, -2.18153, -4.28865], [-3.58370, 3.61130, 2.09154], [-0.52133, -2.72504, -1.99558], [-2.66942, -1.34751, 0.85966]]
}